DFT (ωB97M-V/def2-TZVPD) results for 10 unconnected molecules or ions with the total composition C38H79N12O11S.

```
141
Properties=species:S:1:pos:R:3:mulliken_charge:R:1
C -0.24958 1.97812 -6.00111 -0.942
H -4.74125 7.27233 -2.06194 0.403
H 0.67702 2.57450 6.12273 0.227
C -0.66930 -5.75749 4.11991 0.547
C 4.19936 -5.37733 4.16489 -0.952
C 3.44172 -4.11021 2.12588 0.871
H -2.76990 6.67202 2.60866 0.194
S -2.21728 2.26944 -0.37344 -0.211
N 0.39057 -2.41879 0.29520 0.152
C 5.72571 -1.94767 -4.40907 -0.715
H 3.83539 -8.20274 4.65384 0.171
O -2.26987 5.85866 4.79252 -0.615
H 7.11301 -4.04566 -5.91529 0.350
H 2.06759 -9.90905 4.86349 0.284
C 4.34989 -2.96296 2.47843 -1.367
H 3.28726 -8.60892 8.27712 0.335
H 0.11514 6.32607 -5.62042 0.355
H 1.86710 -0.44320 -3.31903 0.384
H -2.19135 -0.51838 3.60651 0.465
C -2.98825 0.96491 -6.51148 -1.434
C -1.92818 -0.58621 2.50876 -0.160
O -3.09269 4.64837 -2.09577 -0.666
O -1.50571 1.63623 5.94530 -0.688
H 4.95320 1.09525 -0.24363 0.297
C 0.07098 -1.14643 -0.30619 -0.205
C 4.97817 -3.88389 -5.85207 0.813
C -1.02470 0.94516 -0.68882 -0.078
C -6.68174 5.09192 -2.13617 -0.918
H 0.26092 -3.97558 3.40379 0.223
N -1.83785 -6.39038 4.40719 -0.161
C 6.28373 -3.85971 -6.60106 -1.270
N 0.24688 2.84611 5.25055 -0.153
H 4.25367 -2.17754 1.72910 0.180
H -2.86519 -2.09997 -0.79404 0.120
H -3.80284 8.38632 5.70569 0.393
H -2.43760 0.58880 -7.37625 0.392
C -1.53207 -3.93834 -0.56182 -0.298
H -5.00396 7.61273 2.13155 0.262
C -2.25154 0.62858 -5.24364 0.924
H 3.90501 -3.04293 -4.39774 0.073
H 6.65676 -1.95874 -4.97064 0.367
C -3.96243 7.30671 5.66732 -1.366
H 3.87342 -10.21465 7.74316 0.367
H -3.66757 -5.89572 5.24360 0.292
N -0.99386 1.13448 -5.08484 0.098
H 0.67538 1.46418 -6.26983 0.314
H -1.86426 3.77397 3.73936 0.274
H -1.17542 2.31963 2.94761 0.132
C 4.48245 -8.58041 6.50000 0.885
H -1.59576 -4.95958 -1.07556 0.450
N 3.53046 -8.60429 5.52739 -0.110
H -5.20358 3.64273 -1.64686 0.180
C -1.65355 -0.54037 1.31293 -0.619
H -1.29607 -4.33665 2.64468 -0.156
H -0.56121 0.86814 -4.21369 -0.048
H -3.97063 0.49544 -6.49739 0.299
H -0.93881 5.99237 -4.22825 0.246
C -1.71348 8.08584 -6.53547 0.804
O 4.25694 0.28732 -3.07057 -0.526
H -0.00507 2.91186 -5.49006 0.223
C 4.09628 1.36861 -0.93200 -0.989
H -3.19931 -4.86041 3.87776 0.325
N -0.04512 0.79600 -1.70510 0.421
C -2.48770 -2.97033 -1.41747 -0.881
H 3.20058 1.61579 -0.27520 0.235
C -3.13051 6.70018 4.57008 0.796
N -3.36157 7.11804 3.29417 -0.121
H -0.81178 2.20028 -6.90430 0.403
H -4.91018 8.51112 3.66156 0.349
N -5.33047 4.58332 -1.99343 -0.131
H -7.22346 4.44104 -2.82416 0.307
H -0.31522 9.36778 -7.51005 0.295
H 4.84320 -4.53062 4.38824 0.330
H -1.71442 -7.32850 4.75989 0.235
H -2.14308 3.22523 -1.38037 0.331
C -4.16984 5.22185 -2.27233 0.855
H -7.16555 5.06276 -1.15856 0.296
H -2.71775 2.22454 3.81258 0.291
C -3.18542 -5.87631 4.26444 -0.862
H 1.48748 -8.31053 5.39461 0.215
C -1.00600 2.34476 5.08062 0.724
H -2.86259 6.77070 -5.56778 0.141
C 4.12662 -9.15720 7.84407 -1.318
O 3.05912 -0.97676 -1.59243 -0.125
O 2.72442 -4.09589 1.12495 -0.680
H 6.28251 -4.64017 -7.36053 0.292
C -1.73320 2.69175 3.81101 -0.827
N -0.91840 -0.18876 0.11165 0.720
H -4.80043 6.64540 -3.73870 0.428
H 5.93982 -2.11808 -3.35169 0.197
C -0.74522 -4.35146 3.58705 -0.476
H -3.24714 7.01255 -2.97332 0.292
H -1.10793 5.04011 -5.72319 0.182
H 0.30072 8.61360 -6.03234 0.337
H 1.23495 4.62425 4.86377 0.274
H -1.23054 -3.69985 4.31713 0.382
H 1.95745 -9.53277 6.59753 0.346
H 4.07190 -2.54987 3.45025 0.375
C 1.82584 -1.05553 -2.35314 -0.757
H -2.03340 -2.64653 -2.39997 0.193
O 5.58353 -8.10026 6.26514 -0.653
H -3.73311 -6.52910 3.58202 0.284
C -4.25126 6.62884 -2.79498 -1.498
H 3.50093 -5.52839 4.99001 0.293
C 3.80609 0.17587 -1.93289 0.611
O -2.73954 -0.07177 -4.36882 -0.608
H 1.42335 -2.51549 0.41187 0.291
H -1.90002 -4.09314 0.49472 -0.114
H 6.41415 -2.89521 -7.09642 0.348
O 0.39831 -6.33151 4.29662 -0.595
H -5.01936 7.08817 5.50094 0.390
H -6.70031 6.11015 -2.51566 0.373
H 0.10948 1.51327 -2.42115 0.421
H 2.79938 -5.91382 2.65613 0.178
H 1.92012 3.18215 4.07671 0.306
H -3.79491 8.90296 2.33542 0.305
H -3.66877 6.88041 6.62538 0.276
N -1.89624 6.95409 -5.79367 -0.103
H 4.37253 2.29404 -1.51703 0.346
H 0.43456 3.92346 3.44117 0.284
N 3.43050 -5.18135 2.95082 -0.023
C 0.01350 -3.52822 -0.64696 -0.055
C 0.99346 3.69473 4.34513 -0.816
H 5.38847 -3.29889 2.49561 0.419
C 2.18090 -9.12472 5.61492 -0.785
H 4.81035 -6.27290 4.04131 0.310
H -3.40925 -3.60008 -1.66614 0.425
C -0.88681 6.03072 -5.31897 -0.746
H 4.97942 -9.06923 8.51565 0.308
N 4.80048 -2.97000 -4.85691 -0.024
H 0.13100 7.65549 -7.53610 0.356
H 5.24562 -0.97875 -4.52632 0.235
O 4.09224 -4.68616 -6.10936 -0.648
O -2.67560 8.76324 -6.85845 -0.641
H 0.70451 -4.40162 -0.39480 0.421
C 0.64382 -0.45610 -1.49937 -0.472
H 1.68092 -2.13084 -2.66288 0.363
H 0.18570 -3.18628 -1.71672 -0.115
C -4.32982 8.09680 2.84138 -0.869
H -3.12248 2.04588 -6.59186 0.377
C -0.30568 8.44902 -6.92574 -1.248
```

For the molar mass, the calculation gives 912.19 g mol⁻¹. As for the LUMO energy: -2.769 eV. The total energy is -91919.018 eV. The HOMO energy is -10.509 eV. The gap between HOMO and LUMO comes out at 0.2844 hartree. As for the charge: +1.


DFT (ωB97M-V/def2-TZVPD) results for a molecular structure, C38H82N2O7S.

```
130
Properties=species:S:1:pos:R:3:mulliken_charge:R:1
H 6.35039 -4.10142 0.57902 0.295
H 5.06675 5.47859 1.69293 0.421
C -4.75693 2.89877 2.94583 -0.952
C 6.84516 -3.44659 -1.41125 0.558
O 3.26503 0.14784 -2.74618 -0.527
C -4.56890 -2.59937 -1.94082 -0.944
C 0.37945 1.95150 0.33340 0.347
H 2.30101 6.24364 0.64403 -0.414
H -2.97315 -2.90188 -3.34593 0.271
O 3.27589 4.67663 -0.16450 -0.436
H 3.82503 -3.59309 2.35974 0.292
H 7.26144 -2.57905 0.53778 0.449
C -1.00332 6.07289 2.34903 0.325
H -1.99049 7.57639 -0.05163 0.436
H 3.76023 -6.21824 -3.35646 0.157
H 0.11545 7.30734 1.03890 0.571
C 1.74177 -6.55101 -2.66238 0.317
H 3.27697 -5.85375 0.76245 0.345
H 4.04161 7.95455 0.05898 0.365
H 5.54420 -2.61610 0.09580 0.122
H 2.64740 -5.47560 -1.31099 0.221
C 0.05890 5.47110 3.26646 -1.366
C -2.49805 -1.18880 -2.14000 -1.010
H -1.05383 3.51795 1.64559 -0.735
H 1.02484 -7.37142 -2.61991 0.314
H 2.79862 0.25964 -3.58125 0.360
H -5.13089 -1.76961 -1.50502 -0.010
H -1.30031 7.01702 2.80844 0.471
C -9.25121 -3.77694 3.55999 -1.219
C -5.20593 1.92551 2.02487 0.908
H -4.13271 -3.18497 -1.13014 0.367
H -9.64255 -1.73020 1.72409 0.264
C -0.42515 3.10387 2.43136 0.709
C 3.08489 -2.24639 -3.01496 -1.244
H -10.90164 -2.95359 1.48759 0.384
H 6.91801 -2.50693 -1.96160 0.253
O -7.58914 -3.47674 1.82648 -0.500
H -3.98843 4.89113 3.10952 0.411
H 4.17736 4.37779 -0.32276 0.297
H 1.64779 -2.72936 1.43455 0.444
H 0.83881 -0.12719 0.23985 0.217
C 4.01680 -1.06281 -2.82217 0.833
H -0.96417 6.61543 -1.08142 0.411
H 2.35056 -2.28859 -2.20787 0.309
H 2.25079 0.89550 0.15133 0.368
H 2.92456 -5.51002 3.65059 0.366
H 5.65254 -1.89345 -3.97808 0.325
C 3.33656 5.94610 0.48543 1.386
H -3.00422 -0.32245 -1.70368 0.145
H -0.39529 5.28324 4.23925 0.451
H 0.86492 2.90256 0.13202 0.092
H -4.56878 -0.59253 -3.56728 0.348
H 8.39162 -4.40206 -2.57840 0.368
O 3.88666 -5.23685 1.18261 -0.515
C 4.03636 5.81797 1.83050 -1.331
C 3.10905 -4.27043 1.89172 0.481
H 0.21073 -5.04358 -2.88663 0.290
H 0.87232 6.17822 3.42754 0.411
H -5.27986 -3.22633 -2.47929 0.328
C -4.39030 4.39895 1.06342 0.395
C -2.54252 5.48538 -0.22984 -0.061
H -0.45000 0.97457 2.03792 0.405
N -5.60042 0.66643 2.33570 -0.671
H 3.52981 5.08196 2.45617 0.282
H 2.82393 -7.32187 -4.37757 0.414
C -3.85426 5.72017 0.55741 -1.320
H -0.59558 1.89499 -0.14691 0.227
C -5.25811 2.19429 0.64153 0.785
H 2.53099 -2.15502 -3.95455 0.444
C 6.48699 -3.16242 0.03698 -1.115
H -10.29462 -4.02293 3.76246 0.383
H 4.56070 -0.84766 -4.90152 0.432
H 3.64485 -3.18284 -3.02896 0.269
C -4.85227 3.46780 0.16003 -0.603
C 4.02252 6.96859 -0.40787 -1.593
H -8.61714 -4.51073 4.05795 0.310
H -9.62570 -2.73533 0.27773 0.295
C 8.15778 -4.20482 -1.53173 -1.600
H 1.26433 4.30807 1.89791 -0.373
H 1.19205 1.66355 2.27072 0.334
C 5.05174 -0.98348 -3.93391 -1.596
H 8.08721 -5.16954 -1.02229 0.375
H -9.03508 -2.80084 4.00291 0.302
C 1.22670 0.79356 -0.19480 -1.479
C -1.50649 6.60594 -0.13696 -1.655
H 1.70130 -4.23262 3.54229 0.387
H 1.22125 0.72596 -1.27244 0.382
H 3.44940 -7.86619 -2.81201 0.325
H 5.05245 6.66453 -0.61382 0.395
H 5.71478 -0.13095 -3.78018 0.357
H 1.81267 -4.52246 -3.40080 -0.075
C 0.64021 4.14249 2.77348 -0.055
N -5.69289 1.14884 -0.09243 -0.659
C 0.19909 1.82757 1.85778 -1.218
H 1.58836 -5.67063 2.51394 0.341
H -2.82482 5.27423 -1.25695 0.643
C 3.01614 -7.02047 -3.34722 -1.135
H -1.73684 -0.81411 -2.82520 0.322
C -8.96783 -3.75413 2.06541 0.367
H -2.00370 -1.73843 -1.33712 0.351
C -9.84174 -2.73713 1.34642 -1.164
H 1.28048 3.71434 3.54342 0.590
H -1.87298 5.42980 2.33657 -0.747
H -4.88503 3.67254 -0.89670 0.460
H 5.71796 -5.02937 -1.56233 0.310
H 0.23868 5.61510 0.66448 -0.404
H -3.70172 6.40462 1.38747 0.394
H 8.98171 -3.64258 -1.09032 0.398
H 4.05592 6.77166 2.36052 0.332
C -0.46554 6.38901 0.95501 0.544
C -4.35067 4.11450 2.45766 -0.531
H -1.05053 2.91234 3.30176 0.462
H -2.08797 4.57835 0.16073 -0.243
O -4.09570 -1.33853 -3.95152 -0.567
C 2.28058 -4.95615 2.96692 -1.489
H -7.39980 -2.60456 2.18545 0.297
C 2.23426 -3.49301 0.92135 -0.750
C 1.12135 -5.36907 -3.39091 -0.746
H 3.50643 7.04613 -1.36519 0.369
H -4.59392 6.17799 -0.09243 0.550
H 4.52341 -1.15456 -1.85985 -0.071
O 5.79284 -4.19129 -2.03238 -0.406
H -9.14476 -4.74551 1.64700 0.286
H 1.54583 -4.16844 0.40586 0.306
C -3.49788 -2.06699 -2.87961 0.399
O 2.01276 -6.20345 -1.30261 -0.490
S -5.97215 -0.01732 0.95941 0.243
H -4.70675 2.69834 4.00314 0.454
H 0.87589 -5.62535 -4.42233 0.439
H 2.84679 -3.00570 0.15933 -0.140
```

For the molar mass, the calculation gives 711.15 g mol⁻¹. As for the LUMO energy: -0.503 eV. The total energy is -68884.413 eV. The HOMO energy is -8.920 eV. The gap between HOMO and LUMO comes out at 0.3093 hartree.


DFT (ωB97M-V/def2-TZVPD) results for 4 unconnected molecules or ions with the total composition C38H86FN4O10P.

```
140
Properties=species:S:1:pos:R:3:mulliken_charge:R:1
C 1.00979 6.11723 4.80274 -0.500
H 0.20851 -2.80709 3.95442 0.271
H -3.06868 1.39196 8.34915 0.285
H -4.29696 -5.66692 -1.82782 0.284
H 4.95067 -6.06080 -8.55764 0.231
O -4.74496 -4.87299 1.23896 -0.352
C -3.95684 2.00664 8.53033 -0.704
C 1.41229 -3.43187 -3.73277 -1.114
H -0.47691 -4.18337 -8.77941 0.380
O -1.69443 0.90738 4.30539 -0.299
C 0.55434 -1.79297 1.63983 0.276
C 1.21882 -4.12115 -2.36989 -0.561
C 0.54655 -2.38809 -9.28523 -0.501
C 1.08481 1.41856 -3.34480 0.530
H -0.34860 -1.77115 -9.17042 0.344
C -5.40801 -4.03538 0.31825 -0.701
C -0.40548 2.63470 5.55670 -0.743
H -1.73068 2.13871 7.00142 0.274
H 1.25135 6.50592 7.65760 -0.030
H -3.55176 1.77529 4.71459 0.314
H 3.18804 -6.10565 -8.48451 0.268
H 4.49852 9.19834 6.76953 0.400
H 0.24899 1.82430 5.89029 0.311
H 2.90350 6.23828 3.80414 0.438
H 2.31727 -3.44722 -11.03183 0.139
C -3.30851 4.07408 7.52360 -0.954
O 0.26894 1.67853 -2.27801 -0.316
H 3.66072 -5.15775 -12.13246 0.388
H 1.01692 -1.68345 -5.86726 -0.712
H 0.19368 7.59714 6.70460 0.353
N 3.24675 7.04502 5.69269 -0.328
H 0.60043 7.09390 4.51923 0.448
C 2.93528 8.45030 5.45987 -0.113
H 0.89797 1.79887 -5.43720 0.387
H -3.86277 2.50147 9.50095 0.330
H -3.06574 -3.48988 -2.85039 0.427
C 1.92663 -4.46845 -11.11714 -0.139
H 1.12938 -1.92161 -10.08838 0.376
H 1.35355 -4.53290 -12.04731 0.377
H -0.65221 -3.71990 -10.46298 0.428
H 1.89450 -0.85425 -4.60535 0.715
H 2.79158 8.56660 9.72589 0.232
H -0.27728 2.08871 3.51317 -0.053
H 2.62645 -1.89450 1.06908 0.421
C 0.83406 1.56399 -1.00779 0.703
H -5.61715 -3.09571 0.83117 0.374
H -0.35330 -5.19490 -3.32743 0.476
C -0.13534 -4.86884 -2.31445 -1.186
H -1.33885 -4.29553 -0.64164 0.533
H 1.28172 -3.37350 -1.58448 0.087
H -3.94219 4.94386 7.32817 0.372
C 0.90938 -1.22020 -4.88937 0.324
H 0.23858 3.48702 5.34099 -0.079
H -4.82045 1.34305 8.55988 0.237
C 0.32721 1.31995 -4.65204 -0.846
O -4.17098 2.94092 7.49099 -0.320
C 3.12436 -5.39599 -11.20978 -0.813
H 2.06934 -0.18463 -1.35300 0.609
H 3.37286 7.34777 8.58985 0.280
H -0.85140 0.81129 0.97663 -0.033
N 0.20672 -1.79790 4.04399 -0.803
H -0.53404 -2.64811 -4.18392 0.291
H 1.24228 -4.15801 -4.52687 0.328
O 2.67251 9.14008 7.78263 -0.323
C 2.59051 -2.69537 -8.07754 -0.574
C -0.15078 -0.09639 -5.01604 -1.138
H -3.13877 -5.33361 -0.52320 0.360
H 0.46441 -0.48568 -0.74366 -0.244
H -2.49581 -5.12934 -3.15863 0.522
H -5.91343 -6.45006 0.47788 0.373
H -2.86098 4.20802 8.51363 0.439
H -3.50974 0.01509 4.52543 0.355
H -6.37174 -4.42431 -0.01770 0.368
H 3.27109 10.37399 6.29604 0.394
C 1.97238 0.17549 0.74330 -0.796
H 2.43901 -3.07270 -3.81491 0.550
H 2.84920 5.10174 5.14040 0.405
C 0.34497 6.57316 7.05320 -0.441
C 3.42735 9.33301 6.59211 -0.824
O 1.23500 -2.28344 -8.05151 -0.361
H 3.08145 -2.43707 -9.01817 0.349
C -1.28856 -4.04539 -1.69712 0.417
H -0.15606 2.99316 1.01513 -0.082
H -0.21494 -0.12156 2.81512 -0.554
C 3.34567 8.42222 8.79925 -0.690
H 3.10883 -2.18393 -7.26539 0.325
H 1.58762 0.94969 1.41360 0.465
H 3.03873 6.81109 6.65348 0.119
O 4.04563 -5.18160 -10.14714 -0.326
C -2.63543 -4.37639 -2.38803 -1.153
C 0.06954 -3.79543 -9.64295 -0.860
C -2.96967 0.87550 4.92312 -0.696
O -1.79279 2.37461 -0.57521 -0.750
F 1.77640 2.51628 -0.75318 -0.403
H 1.62238 -5.00659 -9.18347 0.098
C -1.07435 2.18210 4.25990 0.228
H 0.70861 -2.84772 1.87570 0.702
C 1.93655 -1.16536 1.49133 -1.218
C -2.25016 4.02042 6.43779 0.192
P -0.60658 1.94809 0.17540 0.804
H -1.11214 -2.97875 -1.77872 -0.321
N -1.25790 2.97905 6.69895 -0.243
H 3.02117 0.41706 0.59089 0.292
H 0.31285 -1.78232 -2.90638 -0.310
C -5.22393 -6.20471 1.28399 -0.794
H 0.69993 5.42510 4.01362 0.254
H -5.15408 -3.44812 -1.77942 0.344
H -3.86563 -2.90034 -0.66795 0.227
C -0.27024 -1.20078 2.78407 -0.007
H -0.02500 -5.75891 -1.69813 0.378
H -0.49035 6.30049 7.70037 0.342
H 3.40925 8.77048 4.52689 0.374
H -0.05164 -1.78302 0.73561 -0.327
C -4.55019 -3.70949 -0.91641 -0.415
C 1.32715 0.17209 -0.64531 -0.170
N 1.05738 -4.81473 -9.99907 -0.308
H 2.81653 -6.44425 -11.26910 0.393
H 4.36557 8.78969 8.94068 0.330
H -5.70088 -6.38501 2.24886 0.268
H 2.00305 -4.87091 -2.27823 0.416
H -4.37828 -6.88803 1.19378 0.248
C 2.53819 6.10197 4.82735 -0.864
C -3.68050 -4.89983 -1.35625 -0.615
H -0.45505 -0.05198 -6.05988 0.386
H 2.67351 -3.76765 -7.88642 0.064
O 2.25419 1.33537 -3.29497 -0.522
H 2.29969 -0.96826 2.49978 0.456
H -1.74805 4.98486 6.38134 0.178
H 4.06526 -7.18918 -9.60015 0.331
H -2.77160 3.85381 5.48696 0.077
H -1.77170 2.92904 3.86109 0.306
H -0.44211 -1.57768 4.79038 0.250
C 4.04938 -6.19052 -9.15543 -0.676
H -1.02513 -0.38560 -4.44019 0.472
H -1.31083 -1.51768 2.67108 0.445
H 1.85600 8.62098 5.36561 0.131
H -2.87411 0.72554 6.00070 0.172
C 0.43605 -2.25474 -3.87509 0.389
O 0.38421 5.64390 5.98416 -0.359
H -0.56457 1.93423 -4.50481 0.332
```

For the molar mass, the calculation gives 809.10 g mol⁻¹. As for the LUMO energy: 0.689 eV. The total energy is -79237.331 eV. The HOMO energy is -8.544 eV. The SMILES is COCCCCCCCCCCCCC(=O)O[C@](F)(CCCCCN)[PH2]=O.COCCNCCOC.COCCNCCOC.COCCNCCOC. The gap between HOMO and LUMO comes out at 0.3393 hartree.